132
Properties=species:S:1:pos:R:3:forces:R:3 method="wB97M-V/def2-TZVPD" e_lumo_ev=-0.16 homo_ev=-8.2 max_force_ev_per_a=5.39 total_charge=0 spin_multiplicity=1 gap_ev=8.0
C 35.77160 3.36510 -6.39642 -0.08 -0.66 -0.58
S 35.73039 1.48246 -6.21948 -1.50 0.13 0.50
O 34.42766 1.13880 -5.46261 2.10 0.75 -1.56
C 35.46540 1.04995 -8.03516 -0.20 1.33 0.54
H 35.88998 3.86871 -5.43701 -0.47 -0.51 0.20
H 34.87236 3.66699 -6.93341 -0.14 0.01 0.35
H 36.61064 3.75676 -6.97149 0.24 -0.58 -0.26
H 36.23817 1.50061 -8.65789 0.50 -0.22 0.36
H 34.57674 1.60393 -8.33764 -0.43 -0.41 0.12
H 35.39195 -0.02237 -8.21633 -0.05 0.17 0.38
C 31.63932 3.70174 -13.98984 -0.47 -1.36 0.48
S 29.89089 3.11145 -14.22890 -0.24 2.28 0.19
O 29.28732 3.93747 -15.34786 0.47 -0.85 0.90
C 29.18637 3.86098 -12.63653 0.25 0.11 -0.12
H 32.01318 3.04707 -13.20261 -0.07 0.13 0.29
H 31.83681 4.72693 -13.67665 -0.53 0.01 -0.27
H 32.23587 3.39114 -14.84760 -0.32 0.32 -0.33
H 28.10828 4.01189 -12.69188 0.02 -0.21 -0.72
H 29.61685 4.84856 -12.47078 0.13 -0.04 -0.24
H 29.33133 3.28109 -11.72503 0.50 -0.37 -0.28
C 36.27744 4.30816 -13.79525 -1.34 -1.92 0.63
S 35.24323 3.16058 -12.74612 -1.32 0.80 -0.66
O 33.99062 3.96938 -12.36677 2.09 -0.82 0.11
C 36.41815 3.10113 -11.37656 -0.06 -0.45 0.39
H 36.41778 5.07569 -13.03413 0.79 0.44 -0.90
H 35.71289 4.54434 -14.69726 -0.31 0.42 0.60
H 37.05363 3.64718 -14.18092 0.79 0.57 0.63
H 36.35668 4.01317 -10.78283 0.32 0.17 -0.22
H 37.40203 2.83810 -11.76498 0.13 0.64 -0.22
H 36.23370 2.26245 -10.70521 -0.69 0.02 -0.12
C 32.61359 8.14088 -6.68289 0.67 -0.90 -0.56
S 33.29392 6.46374 -6.66483 2.18 -1.07 0.61
O 34.84990 6.38292 -6.87108 -2.71 0.81 0.22
C 33.07315 6.13550 -4.89119 -0.37 -0.64 1.02
H 32.78197 8.61728 -5.71708 -0.12 0.34 -0.41
H 31.57917 7.97805 -6.98547 -0.21 0.22 0.54
H 33.08466 8.55557 -7.57409 0.22 0.66 0.23
H 32.95833 5.07874 -4.65001 0.16 -0.30 -0.73
H 32.17847 6.55406 -4.43026 -0.16 0.48 -0.55
H 33.90880 6.42681 -4.25486 0.32 0.50 -0.57
C 36.58856 13.26378 -8.21339 0.33 -1.51 0.00
S 36.87892 11.46142 -7.66088 -0.49 1.19 0.76
O 38.08973 11.43253 -6.77050 -0.67 0.23 -0.55
C 35.42443 11.36061 -6.53622 0.29 -0.43 0.47
H 36.03099 13.84882 -7.48199 0.22 -0.11 -0.03
H 36.07731 13.19147 -9.17333 -0.21 0.08 0.09
H 37.59730 13.62951 -8.40519 -0.08 0.13 0.23
H 35.46347 12.18305 -5.82197 -0.23 0.40 -0.44
H 35.50052 10.49695 -5.87560 0.56 -0.35 -0.38
H 34.47492 11.19363 -7.04479 0.10 0.58 -0.34
C 34.88250 7.45377 -16.96878 -0.14 -0.14 0.68
S 35.83450 7.10624 -15.43403 0.39 1.05 -0.56
O 37.28047 6.99990 -15.82124 -0.54 -0.21 0.17
C 35.68580 8.75280 -14.65751 -1.33 -0.38 -0.44
H 33.84283 7.17584 -16.79577 -0.05 -0.03 0.17
H 35.27129 6.77589 -17.72866 0.18 0.35 -0.05
H 34.90662 8.51657 -17.20955 0.36 -0.17 -0.31
H 34.66389 9.11638 -14.76535 -0.40 -0.33 0.00
H 36.24534 9.50030 -15.21986 0.73 -0.31 0.49
H 35.80730 8.61729 -13.58281 0.73 0.41 -0.16
C 39.32761 8.89320 -5.64793 0.15 0.74 0.85
S 38.53607 7.66987 -4.52738 0.46 -1.35 0.66
O 38.82264 7.88867 -3.04237 -0.37 0.61 -2.13
C 36.83484 8.12234 -4.93834 0.68 0.18 0.37
H 38.76319 9.15192 -6.54381 -0.30 -0.30 0.30
H 40.33461 8.63112 -5.97249 -0.05 -0.49 0.41
H 39.39721 9.78971 -5.03186 0.05 0.23 -0.17
H 36.65731 9.12773 -4.55652 -0.14 0.05 -0.17
H 36.15081 7.40092 -4.49139 0.18 0.06 -0.10
H 36.83614 8.04429 -6.02554 -0.48 0.10 0.08
C 34.12252 6.85000 -10.37830 1.40 -0.68 0.10
S 34.74280 8.56173 -10.58096 -0.46 0.53 0.66
O 33.85900 9.46551 -9.71644 0.84 -0.85 -0.63
C 36.35534 8.42292 -9.67886 -0.47 -1.09 0.97
H 33.11966 6.62697 -10.74249 -0.17 0.77 0.33
H 34.36244 6.45969 -9.38926 -0.62 0.42 0.46
H 34.71978 6.16181 -10.97643 0.36 0.31 -0.59
H 36.88111 9.33103 -9.38390 -0.54 0.44 -0.87
H 37.07701 7.72057 -10.09599 -0.21 0.07 -0.61
H 36.08432 7.98849 -8.71662 -0.27 -0.19 0.20
C 40.47672 10.41603 -9.33305 -0.63 -0.44 -0.10
S 42.03522 11.30373 -9.51774 -0.34 -0.33 -1.28
O 42.87415 10.35450 -10.33666 -0.38 0.86 0.44
C 41.41710 12.70307 -10.63789 -0.21 -0.39 1.48
H 40.21184 9.95782 -10.28593 0.03 0.33 -0.29
H 39.65089 11.00798 -8.93844 0.20 0.30 -0.01
H 40.57461 9.54842 -8.68055 0.53 0.21 0.26
H 42.14734 13.49234 -10.45924 0.23 -0.16 -0.81
H 40.50879 13.11273 -10.19599 -0.17 -0.23 0.31
H 41.14922 12.42950 -11.65842 0.70 -0.17 0.03
C 31.38940 9.01781 -12.64559 -1.92 -0.33 -0.12
C 30.16968 8.20087 -12.44934 4.80 2.36 -0.70
N 29.30925 7.54005 -12.21005 -4.18 -2.94 0.96
H 32.26869 8.40010 -12.82829 -0.09 0.17 0.16
H 31.40942 9.62274 -11.73909 0.72 0.22 -0.23
H 31.08877 9.58961 -13.52353 0.77 0.49 -0.01
C 30.96211 12.11612 -8.57157 -0.45 1.75 -0.13
C 30.24439 11.05311 -7.99170 1.42 -0.87 -0.83
N 29.65878 10.20211 -7.53669 -1.42 -1.87 1.18
H 30.47003 12.84967 -7.93294 0.60 1.36 -0.43
H 30.63209 12.27100 -9.59880 0.16 0.06 0.04
H 32.04618 12.18615 -8.48222 -0.23 -0.51 0.16
N 40.44310 7.68855 -12.10290 1.38 -1.30 1.28
C 41.35510 7.48061 -11.06137 -1.08 0.44 1.09
C 40.73569 6.70922 -10.07007 0.31 0.63 -1.74
C 39.48983 6.28551 -10.65090 0.40 -0.43 2.03
C 39.37938 6.84827 -11.85200 -0.70 1.08 -2.44
H 40.67540 8.20410 -12.93978 -0.27 -0.40 0.07
H 42.28089 8.03176 -10.98701 -0.11 0.07 -0.17
H 41.12362 6.52847 -9.07849 0.02 -0.20 -0.19
H 38.72947 5.67585 -10.18554 0.13 -0.16 -0.04
H 38.65895 6.65797 -12.63379 -0.17 0.23 0.09
N 29.28650 2.09362 -9.18576 1.88 1.95 0.87
C 29.69471 3.34692 -8.69785 -0.34 -0.15 -0.39
C 30.93949 3.65734 -9.22156 -0.57 0.45 0.95
C 31.40792 2.55278 -9.92877 -1.49 -2.54 -0.62
C 30.36811 1.61229 -9.87293 -0.36 -0.36 -0.56
H 28.40393 1.62959 -9.02497 0.39 0.12 0.06
H 29.15769 3.89494 -7.93779 -0.32 -0.03 -0.37
H 31.43809 4.60299 -9.06808 0.06 -0.12 0.17
H 32.30351 2.28202 -10.46822 0.15 0.70 0.09
H 30.19140 0.64323 -10.31575 0.67 -0.01 -0.24
N 34.80379 12.07190 -14.20188 0.17 -0.48 1.47
C 36.15877 12.29067 -14.12703 1.02 -0.15 -1.90
C 36.66995 11.93064 -12.91519 -0.57 0.72 -0.41
C 35.55350 11.54500 -12.17865 -0.91 -1.27 1.31
C 34.41768 11.59332 -12.95601 0.58 -0.08 -0.33
H 34.17605 12.01123 -14.99078 0.59 0.42 -0.06
H 36.77595 12.50282 -14.98754 -0.44 0.39 -0.21
H 37.69418 11.98718 -12.57734 -0.11 0.00 -0.19
H 35.63489 11.07052 -11.21188 -0.38 0.33 0.20
H 33.42116 11.20855 -12.79696 0.08 0.25 0.17